The following is a quantum chemistry calculation of C7H27BBaF4N7O6 as an isolated structure in a non-equilibrium geometry, from OMol25.

* total charge: +1
* spin multiplicity: 1
* E_tot: -1567.79951 a.u.

CARTESIAN COORDINATES (ANGSTROEM)
Ba 0.618 0.724 -1.577
B 1.930 1.770 1.977
F 1.080 1.627 0.845
F 2.023 3.146 2.243
F 1.396 1.064 3.036
F 3.194 1.255 1.603
C 1.648 4.428 -1.387
O 1.665 3.209 -1.589
N 1.772 4.931 -0.127
N 1.527 5.323 -2.411
H 1.596 5.911 0.000
H 1.853 4.294 0.658
H 1.637 6.308 -2.257
H 1.474 4.917 -3.326
C 1.806 -2.167 1.027
O 1.555 -1.422 0.071
N 0.935 -2.396 2.040
N 3.033 -2.747 1.161
H 0.013 -1.996 1.995
H 1.188 -2.992 2.806
H 3.777 -2.481 0.546
H 3.143 -3.543 1.762
C -0.945 -2.569 -2.783
O -0.764 -1.376 -2.505
N 0.092 -3.420 -3.034
N -2.179 -3.126 -2.739
H -0.134 -4.388 -3.174
H 0.968 -3.019 -3.311
H -2.963 -2.566 -2.461
H -2.317 -4.114 -2.854
C -2.245 0.723 2.478
C -1.648 0.064 1.239
C -2.233 -1.299 0.931
O -2.118 -2.103 2.094
C -2.424 -3.458 1.823
N -1.755 0.857 -0.013
H -3.272 0.411 2.672
H -2.109 1.800 2.449
H -1.682 0.342 3.334
H -0.581 -0.077 1.426
H -1.629 -1.768 0.138
H -3.289 -1.231 0.634
H -1.615 -3.922 1.249
H -3.372 -3.539 1.280
H -2.557 -3.970 2.773
H -1.890 1.841 0.206
H -2.631 0.598 -0.467
O 3.403 0.849 -1.099
H 3.369 1.009 -0.131
H 4.068 0.163 -1.201
O -1.113 2.560 -2.626
H -1.388 3.478 -2.536
H -1.913 2.089 -2.888

Mulliken atomic charges, in units of e:
1. Ba 1.9938
2. B 0.4875
3. F -0.3328
4. F -0.4130
5. F -0.3372
6. F -0.5081
7. C 0.4968
8. O -0.6171
9. N -0.2987
10. N -0.4513
11. H 0.1831
12. H 0.2438
13. H 0.1632
14. H 0.2450
15. C 0.5011
16. O -0.4594
17. N -0.1818
18. N -0.4390
19. H 0.0605
20. H 0.1790
21. H 0.2188
22. H 0.1637
23. C 0.6067
24. O -0.5957
25. N -0.4067
26. N -0.3908
27. H 0.1651
28. H 0.1957
29. H 0.2228
30. H 0.1730
31. C -1.7125
32. C 1.6998
33. C -1.2112
34. O -0.4858
35. C -0.7439
36. N -0.2925
37. H 0.3604
38. H 0.5183
39. H 0.3450
40. H -0.8949
41. H 0.4120
42. H 0.7951
43. H 0.2499
44. H 0.3321
45. H 0.2639
46. H 0.1796
47. H 0.2064
48. O -0.5423
49. H 0.3646
50. H 0.2372
51. O -0.4647
52. H 0.2608
53. H 0.2548

---

The following is a quantum chemistry calculation of a 9-piece molecular cluster, C34H57N3O18 overall in a non-equilibrium geometry, from OMol25.

* spin multiplicity: 1
* E_tot: -2848.13229 a.u.
* energy above the lowest of the compared OMol25 structures with the same formula, charge and spin: 1.6983 eV

CARTESIAN COORDINATES (ANGSTROEM)
C 2.904 0.588 -0.161
C 4.260 0.986 0.342
C 4.410 0.996 1.844
O 5.707 0.504 2.031
C 6.071 -0.016 0.924
O 7.119 -0.523 0.730
O 5.349 0.125 -0.062
H 2.188 1.152 0.312
H 2.890 -0.449 0.292
H 2.969 0.627 -1.215
H 4.456 2.022 0.095
H 3.707 0.396 2.482
H 4.399 2.057 2.113
C 0.102 -4.688 0.832
C -0.483 -4.031 -0.399
C -1.384 -2.859 0.010
O -0.719 -1.759 -0.554
C 0.349 -2.103 -1.286
O 1.040 -1.362 -2.017
O 0.585 -3.411 -1.117
H 0.839 -3.942 1.155
H 0.584 -5.695 0.678
H -0.566 -4.840 1.678
H -0.998 -4.609 -1.123
H -1.257 -2.636 1.104
H -2.347 -3.038 -0.354
C -3.280 0.495 2.948
C -3.949 -0.679 3.582
C -5.044 -1.389 2.755
O -4.389 -2.633 2.486
C -3.211 -2.700 3.098
O -2.342 -3.552 3.029
O -2.915 -1.621 3.797
H -2.745 0.304 2.001
H -2.518 1.045 3.499
H -4.093 1.141 2.829
H -4.349 -0.329 4.593
H -5.401 -0.857 1.845
H -5.929 -1.690 3.327
C -3.387 -3.990 -6.782
C -3.926 -4.282 -5.331
C -2.961 -5.167 -4.507
O -2.467 -4.242 -3.560
C -3.104 -2.985 -3.677
O -2.779 -2.051 -2.893
O -4.109 -3.087 -4.566
H -2.397 -3.767 -6.925
H -4.063 -3.329 -7.320
H -3.501 -4.935 -7.327
H -4.948 -4.647 -5.308
H -2.042 -5.496 -5.064
H -3.402 -6.024 -4.105
C -0.711 -0.510 -4.651
O 0.035 0.695 -4.926
C -0.545 1.799 -5.125
O -1.955 1.875 -5.034
O 0.151 2.805 -5.269
C -0.522 4.047 -5.302
H -1.002 -0.542 -3.632
H 0.073 -1.343 -4.699
H -1.592 -0.696 -5.227
H -1.270 4.054 -6.119
H 0.133 4.890 -5.615
H -1.091 4.186 -4.367
C 0.025 -0.563 2.893
O 0.790 -1.731 2.668
C 2.089 -1.852 3.051
O 2.531 -1.139 4.137
O 2.882 -2.776 2.385
C 4.177 -2.934 3.016
H -0.669 -0.654 2.086
H 0.635 0.342 2.774
H -0.375 -0.574 3.940
H 4.736 -2.031 3.113
H 4.651 -3.741 2.594
H 3.961 -3.354 4.029
C -1.261 1.856 0.391
C -1.865 1.857 -1.022
C -2.853 0.826 -1.325
C -4.094 1.129 -0.628
N -5.109 1.310 -0.036
H -1.155 0.830 0.821
H -1.940 2.348 1.079
H -0.269 2.238 0.488
H -1.009 1.796 -1.710
H -2.287 2.856 -1.152
H -2.473 -0.120 -0.938
H -3.086 0.683 -2.359
C 1.165 4.067 -1.629
C 2.609 4.312 -1.579
C 3.150 4.865 -0.243
C 4.295 5.674 -0.352
N 5.196 6.400 -0.353
H 0.538 4.608 -0.918
H 1.059 3.010 -1.407
H 0.755 4.169 -2.656
H 2.889 5.010 -2.352
H 3.260 3.526 -1.951
H 3.349 4.119 0.523
H 2.476 5.610 0.149
C 2.861 2.022 5.886
C 1.354 2.118 5.799
C 0.792 3.107 4.771
C 1.384 2.918 3.398
N 1.822 2.764 2.363
H 3.289 2.706 5.177
H 3.286 1.047 5.605
H 3.404 2.518 6.680
H 0.896 2.355 6.776
H 0.913 1.154 5.530
H 0.875 4.195 5.012
H -0.276 2.834 4.685

Here are the Mulliken charges for atoms 1 to 99, given in e:
1. C -0.5863
2. C 0.4574
3. C 0.2556
4. O -0.3954
5. C 0.4673
6. O -0.6529
7. O -0.3785
8. H 0.0196
9. H 0.1097
10. H 0.5249
11. H 0.1438
12. H -0.1645
13. H 0.1802
14. C -1.0545
15. C 0.2666
16. C 0.3328
17. O 0.6610
18. C 0.1118
19. O -0.6110
20. O -0.4405
21. H 0.1850
22. H 0.3504
23. H 0.2852
24. H 0.4475
25. H -1.1185
26. H 0.4619
27. C -0.7416
28. C 0.4249
29. C -0.4675
30. O -0.3549
31. C 0.6662
32. O -0.5813
33. O -0.2723
34. H -0.2715
35. H 0.2016
36. H 0.5794
37. H 0.2515
38. H 0.2825
39. H 0.2805
40. C -1.4917
41. C 0.2699
42. C -0.4779
43. O -0.2107
44. C 0.3946
45. O -0.2427
46. O -0.3553
47. H 0.3853
48. H 0.3844
49. H 0.4372
50. H 0.3476
51. H 0.2801
52. H 0.3116
53. C -0.2727
54. O -0.3432
55. C 0.9631
56. O -0.7183
57. O -0.3174
58. C -0.6565
59. H -0.2645
60. H 0.2839
61. H 0.4781
62. H 0.2999
63. H 0.2348
64. H 0.2772
65. C 1.3917
66. O -0.0107
67. C 0.4763
68. O -0.6540
69. O -0.2083
70. C -0.7119
71. H -0.9868
72. H -0.6003
73. H 0.3038
74. H 0.2591
75. H 0.3061
76. H 0.3082
77. C 0.5349
78. C -0.5420
79. C 1.5920
80. C -0.1663
81. N -0.7025
82. H -0.8960
83. H 0.5715
84. H -0.1085
85. H -0.0604
86. H 0.4262
87. H -0.9598
88. H 0.4886
89. C -0.1573
90. C -0.5756
91. C 0.2301
92. C -0.1204
93. N -0.5059
94. H 0.4057
95. H -0.3077
96. H -0.0147
97. H 0.5095
98. H 0.4678
99. H -0.2859

---

The following is a quantum chemistry calculation of C2HMnO4 as an isolated structure in a non-equilibrium geometry, from OMol25.

* spin multiplicity: 7
* <S²>: 12.0015
* E_tot: -1528.74491 a.u.
* energy above the lowest of the compared OMol25 structures with the same formula, charge and spin: 0.0000 eV

CARTESIAN COORDINATES (ANGSTROEM)
O 1.026 -1.143 -1.638
C 0.008 -0.679 -1.209
O -0.133 -0.402 0.098
C -0.064 0.992 0.627
O -0.023 1.911 -0.145
O 0.025 0.871 1.869
Mn 0.059 -1.110 2.189
H -0.898 -0.440 -1.791

Mulliken atomic charges, in units of e:
1. O -0.4193
2. C 0.1997
3. O -0.3240
4. C 0.8992
5. O -0.4931
6. O -0.6143
7. Mn 0.4373
8. H 0.3147

---

Which value of spin multiplicity does entry 1 give?
1